[1]
The following is a DFT calculation (ωB97M-V/def2-TZVPD) of a single C2H3F3 molecule at a distorted geometry.

```
8
Properties=species:S:1:pos:R:3:forces:R:3
C 0.793 -0.028 -0.046 -1.6 0.2 1.3
C -0.730 0.019 0.103 1.1 -1.3 -2.2
F -1.158 -0.376 -1.129 -0.8 -0.2 -0.2
F -1.277 -0.821 0.987 0.4 -0.1 0.3
F -1.261 1.198 0.302 0.0 1.2 0.6
H 1.257 -0.083 0.873 0.9 -0.6 2.3
H 1.181 -0.756 -0.681 -0.1 -1.7 -0.9
H 1.194 0.847 -0.408 0.2 2.4 -1.1
```
Forces are in eV/Å.

## Properties
Energy (eV): -10275.29049
E_HOMO (eV): -13.255
Kohn-Sham gap (eV): 14.2
Maximum force (Eh/bohr): 0.05425
Charge: 0
Molecular weight (g/mol): 84.040
Structure (SMILES): CC(F)(F)F



[2]
The following is a DFT calculation (ωB97M-V/def2-TZVPD) of a single C6H11N molecule at a distorted geometry.

```
18
Properties=species:S:1:pos:R:3:forces:R:3
C -3.471 0.133 0.027 0.3 2.5 -1.3
C -2.103 0.308 0.587 2.9 -0.4 0.5
C -0.958 0.330 -0.162 -1.2 0.8 0.0
N 0.373 0.001 0.161 -2.3 1.7 -1.5
C 1.552 0.679 -0.384 0.3 2.5 -0.7
C 3.093 -1.201 -0.299 1.5 1.1 3.1
C 2.603 -0.077 0.311 0.6 -2.6 -2.3
H -4.290 0.416 0.674 0.0 -0.5 0.5
H -3.659 0.812 -0.870 0.5 -1.2 0.7
H -3.356 -0.886 -0.216 -1.5 -1.3 -0.7
H -1.967 -0.041 1.613 -0.1 0.2 0.1
H -1.123 0.627 -1.192 0.3 0.1 -0.3
H 0.404 -0.620 0.926 0.9 -0.4 0.8
H 1.780 1.769 -0.113 -1.4 -0.8 0.3
H 1.584 0.814 -1.530 -0.2 -1.3 1.5
H 3.475 -1.239 -1.316 -1.2 -0.2 -0.2
H 3.494 -1.958 0.414 0.2 0.5 -0.9
H 2.568 0.133 1.370 0.2 -0.6 0.3
```
Forces are in eV/Å.

## Properties
Energy (eV): -7887.07375
E_HOMO (eV): -7.737
Kohn-Sham gap (eV): 8.9
Maximum force (Eh/bohr): 0.07054
Charge: 0
Molecular weight (g/mol): 97.161
Structure (SMILES): C=CCN/C=C/C



[3]
The following is a DFT calculation (ωB97M-V/def2-TZVPD) of a single C4H4ClNOS molecule at a distorted geometry.

```
12
Properties=species:S:1:pos:R:3:forces:R:3
C -0.468 -0.067 -1.087 0.5 1.1 -0.1
C 0.657 0.155 -0.041 -1.4 0.3 -0.7
C 0.463 -0.802 1.129 0.7 -0.3 0.5
C 0.679 1.544 0.453 -0.5 1.3 0.8
H -2.102 -0.699 0.281 -0.5 -0.1 0.2
H -0.271 0.534 -1.960 0.2 0.5 -0.2
H -0.504 -1.056 -1.464 0.4 -1.2 0.1
H 1.243 -0.724 1.901 0.0 0.1 0.2
N 0.594 2.607 0.914 0.3 -1.6 -0.8
O -0.397 -1.627 1.177 -0.1 -0.1 0.0
S -2.096 0.357 -0.524 -0.5 0.3 0.2
Cl 2.203 -0.223 -0.779 0.8 -0.3 -0.2
```
Forces are in eV/Å.

## Properties
Energy (eV): -31106.91789
E_HOMO (eV): -9.694
Kohn-Sham gap (eV): 9.4
Maximum force (Eh/bohr): 0.03484
Charge: 0
Molecular weight (g/mol): 149.602
Structure (SMILES): N#C[C@@](Cl)(C=O)CS



[4]
The following is a DFT calculation (ωB97M-V/def2-TZVPD) of a molecular structure, C14H13BrCeF6O at a distorted geometry.

```
36
Properties=species:S:1:pos:R:3:forces:R:3
C 0.869 -1.112 -1.976 0.7 -1.3 0.7
C 1.994 -0.791 -1.135 -0.4 -1.0 -0.2
C 1.853 -1.507 0.092 -0.1 -0.7 -0.9
H 2.854 -0.175 -1.401 -0.5 0.0 0.1
C 0.664 -2.297 0.016 0.6 0.1 -0.7
C 0.056 -2.063 -1.257 1.0 -0.2 -0.4
H -0.829 -2.572 -1.644 0.2 0.4 0.1
H 0.705 -0.760 -2.989 -0.1 0.0 0.3
H 2.568 -1.520 0.907 -0.2 0.2 -0.1
H 0.335 -3.005 0.776 0.0 0.3 -0.2
Ce -0.173 0.244 -0.054 -2.2 0.8 -0.2
Br -1.073 2.153 -1.720 0.2 0.4 -0.1
C -4.697 2.119 -2.204 0.4 -0.2 -1.0
C -5.015 0.792 -2.621 0.6 0.5 -0.2
C -4.362 0.554 -3.866 0.2 0.5 0.4
H -5.647 0.091 -2.085 0.0 0.0 -0.1
C -3.640 1.729 -4.219 -0.6 0.1 0.8
C -3.855 2.704 -3.199 -0.7 -1.1 -0.1
H -3.446 3.704 -3.177 0.1 0.0 0.0
H -5.031 2.604 -1.296 -0.1 0.0 0.0
H -4.408 -0.365 -4.447 0.0 0.1 0.1
H -3.031 1.868 -5.106 0.0 0.0 0.0
C 0.267 2.984 2.395 0.0 0.0 -0.2
C 1.165 1.759 2.406 0.6 -1.1 -1.3
O 1.286 1.233 1.096 1.4 1.5 2.6
C 2.582 2.130 2.929 0.2 0.4 -0.4
F 2.507 2.644 4.195 0.2 -0.3 -0.8
F 3.456 1.102 2.943 -0.6 0.7 0.1
F 3.106 3.086 2.115 -0.3 -0.6 0.8
C 0.606 0.575 3.245 0.0 -0.7 -0.6
F 0.240 0.847 4.504 0.1 -0.3 -0.9
F -0.557 0.142 2.527 0.7 0.3 1.3
F 1.429 -0.512 3.240 -1.1 1.2 0.3
H 0.818 3.766 1.855 -0.3 -0.2 0.2
H -0.004 3.323 3.390 0.0 0.1 0.1
H -0.637 2.746 1.817 0.2 0.2 0.2
```
Forces are in eV/Å.

## Properties
Energy (eV): -116055.23481
E_HOMO (spin up / spin down) (eV): -2.330 / -2.330
Kohn-Sham gap (spin up / spin down) (eV): 4.4 / 4.4
Maximum force (Eh/bohr): 0.06452
Spin multiplicity: 2
Charge: -1
Molecular weight (g/mol): 531.265



[5]
The following is a DFT calculation (ωB97M-V/def2-TZVPD) of a gas-phase ion, C5H11N6 (charge +1) at a distorted geometry.

```
22
Properties=species:S:1:pos:R:3:forces:R:3
C 1.296 0.231 0.644 1.1 -0.4 0.1
C 0.181 -0.020 1.376 -0.6 0.4 1.4
C -1.222 0.232 0.984 1.5 1.6 -0.4
C 1.591 0.535 -0.743 1.6 0.5 0.4
C -1.414 -0.047 -0.322 -1.2 -0.5 1.3
N 0.722 0.750 -1.656 -0.3 0.0 0.1
N 0.404 -0.458 2.664 0.4 -0.7 1.5
N -2.038 1.060 1.697 0.0 -1.1 2.3
N 2.974 0.669 -1.008 -2.3 0.2 -0.3
N -2.082 -1.533 -2.064 -0.2 -0.2 2.7
N -1.637 -0.300 -1.531 0.9 -0.1 -5.5
H 2.205 0.052 1.248 -0.4 0.2 -0.6
H 1.132 0.830 -2.567 0.5 0.3 -0.5
H 1.409 -0.681 2.817 -1.5 0.1 0.3
H -0.272 -0.890 3.352 1.1 0.9 -1.7
H -3.049 1.083 1.554 0.4 0.0 -0.4
H -1.774 1.275 2.694 -0.2 -0.3 -1.4
H 3.706 0.269 -0.482 0.3 -0.5 0.9
H 3.123 0.598 -1.984 0.6 0.2 -0.9
H -2.097 -2.353 -1.426 0.0 1.2 -1.1
H -2.290 -1.554 -3.029 -0.3 0.1 -0.5
H -0.868 0.253 -2.221 -1.3 -1.7 2.5
```
Forces are in eV/Å.

## Properties
Energy (eV): -14290.94167
E_HOMO (spin up / spin down) (eV): -9.694 / -11.947
Kohn-Sham gap (spin up / spin down) (eV): 6.4 / 5.6
Maximum force (Eh/bohr): 0.10916
Spin multiplicity: 3
Charge: +1
Molecular weight (g/mol): 155.185



[6]
The following is a DFT calculation (ωB97M-V/def2-TZVPD) of a single C14H17N3O3 molecule at a distorted geometry.

```
37
Properties=species:S:1:pos:R:3:forces:R:3
C -3.703 -0.562 0.274 1.6 1.2 1.8
C -2.157 -1.058 -0.034 -4.4 2.9 3.1
C -4.664 -1.641 0.026 -3.8 -3.7 -1.9
C -0.761 0.861 0.749 -3.2 0.0 0.4
C -0.962 1.839 -0.416 0.9 0.9 -0.4
C 0.598 1.165 1.343 -1.9 1.3 1.3
C 1.798 1.084 0.527 -0.4 -1.8 0.0
C 2.564 2.073 0.036 -1.1 3.3 -1.3
C 2.456 -0.145 0.272 2.0 -1.3 -0.8
C 3.731 0.248 -0.166 1.4 -1.3 -1.1
C 2.146 -1.565 0.265 0.3 1.1 1.9
C 4.757 -0.689 -0.564 -2.8 1.2 -0.9
C 3.136 -2.494 0.011 1.4 0.4 -0.1
C 4.415 -2.046 -0.586 0.4 -2.3 2.3
H -3.679 0.158 -1.631 -0.1 0.5 0.8
H -4.731 1.235 -0.776 3.0 -2.8 0.8
H -4.076 -0.334 1.346 2.0 0.9 -1.4
H -5.657 -1.353 0.525 1.3 -0.7 -0.5
H -4.596 -2.866 0.020 0.8 3.2 1.0
H -4.929 -1.580 -1.030 -0.1 0.1 -0.3
H -0.227 -1.090 -0.083 -2.2 1.9 1.7
H -1.545 1.219 1.588 1.6 -0.8 -2.0
H 0.458 2.297 1.433 0.4 -1.6 1.4
H 0.553 0.478 2.287 0.9 1.7 -1.3
H 2.075 3.044 -0.325 1.4 -1.0 1.2
H 4.336 2.011 -1.116 0.3 0.6 -0.6
H 1.231 -1.887 0.784 0.4 0.0 -0.4
H 5.401 -0.078 -1.187 1.5 -1.1 0.2
H 3.035 -3.551 0.440 0.0 1.5 -1.4
H 5.162 -2.961 -0.651 -1.3 2.4 -0.6
H -1.155 3.544 -0.626 -0.5 2.7 -2.7
N -3.784 0.574 -0.685 -2.6 1.8 -0.7
N -1.044 -0.537 0.462 4.7 -0.1 -1.1
N 3.839 1.684 -0.324 -1.9 -3.2 1.1
O -2.131 -2.006 -0.694 0.5 -4.7 -3.6
O -0.891 1.864 -1.621 -0.3 -2.3 0.0
O -0.995 3.063 0.128 -0.3 -0.9 3.6
```
Forces are in eV/Å.

## Properties
Energy (eV): -25402.14467
E_HOMO (eV): -8.187
Kohn-Sham gap (eV): 8.8
Maximum force (Eh/bohr): 0.11880
Charge: 0
Molecular weight (g/mol): 275.308
Structure (SMILES): C[C@H](N)C(=O)N[C@@H](Cc1c[nH]c2ccccc12)C(=O)O